Density functional theory data (ωB97M-V with the def2-TZVPD basis set) for 11 unconnected molecules or ions with the total composition C51H49F8N3O6 at a distorted geometry.

Geometry as XYZ:
```
117
Properties=species:S:1:pos:R:3:mulliken_charge:R:1
C 1.17 0.39 -4.46 -0.509
N 2.37 1.08 -3.97 1.144
O 3.28 0.42 -3.61 -0.563
O 2.39 2.28 -4.14 -0.612
H 1.07 0.63 -5.51 0.398
H 0.34 0.73 -3.91 -0.053
H 1.21 -0.66 -4.18 0.238
C 3.07 -5.34 2.68 -0.817
N 2.27 -4.18 3.05 0.991
O 2.78 -3.09 2.85 -0.460
O 1.23 -4.37 3.61 -0.555
H 3.22 -5.87 3.59 0.328
H 4.06 -5.10 2.22 0.280
H 2.47 -6.00 2.00 0.225
C -1.66 -6.13 3.58 -0.733
N -0.65 -6.81 2.74 0.954
O 0.19 -7.49 3.34 -0.527
O -0.74 -6.67 1.52 -0.520
H -2.29 -5.52 2.90 0.276
H -1.06 -5.49 4.22 0.272
H -2.26 -6.76 4.19 0.294
F 4.97 -2.97 -2.35 -0.369
C 3.85 -3.10 -1.56 0.055
C 3.03 -2.01 -1.29 -0.118
C 1.98 -2.19 -0.48 -0.229
C 1.57 -3.50 -0.11 -0.812
C 2.27 -4.57 -0.53 -0.623
C 3.47 -4.39 -1.18 -0.884
H 3.29 -0.99 -1.57 0.622
H 1.41 -1.38 -0.15 0.765
H 0.64 -3.56 0.46 0.357
H 1.98 -5.58 -0.16 0.613
H 4.11 -5.19 -1.42 0.524
F 5.80 1.51 3.00 -0.401
C 5.52 1.60 1.63 0.940
C 4.72 2.63 1.27 -0.965
C 4.37 2.75 -0.01 0.350
C 4.83 1.84 -0.95 -1.073
C 5.69 0.82 -0.48 -0.152
C 6.01 0.66 0.85 -0.926
H 4.42 3.22 2.10 0.514
H 3.71 3.56 -0.23 0.280
H 4.75 1.96 -2.01 0.588
H 6.13 0.09 -1.20 0.381
H 6.55 -0.22 1.22 0.446
F 1.83 4.06 3.79 -0.304
C 0.90 3.55 4.64 0.091
C 0.02 4.43 5.19 -0.352
C -0.94 3.93 6.05 -0.620
C -1.14 2.56 6.10 -0.641
C -0.29 1.69 5.45 -0.328
C 0.79 2.20 4.73 0.010
H 0.08 5.52 5.04 0.395
H -1.62 4.66 6.51 0.320
H -1.93 2.22 6.69 0.572
H -0.56 0.61 5.49 0.319
H 1.56 1.58 4.29 0.550
F -1.42 4.45 2.21 -0.336
C -1.06 4.29 0.93 0.733
C 0.26 4.52 0.66 -0.457
C 0.72 4.38 -0.64 -0.765
C -0.22 3.93 -1.63 -1.063
C -1.51 3.70 -1.22 -0.107
C -2.00 3.91 0.00 -0.482
H 1.01 4.67 1.43 0.416
H 1.74 4.59 -0.88 0.572
H 0.08 3.75 -2.60 0.815
H -2.22 3.47 -2.03 0.411
H -2.97 3.48 0.23 0.302
F -0.51 3.36 -8.08 -0.305
C -1.35 2.64 -7.30 0.318
C -1.09 2.58 -5.93 -0.815
C -2.11 2.03 -5.13 0.328
C -3.26 1.47 -5.67 -0.783
C -3.47 1.48 -7.03 -0.432
C -2.53 2.12 -7.85 -0.583
H -0.18 2.92 -5.52 0.802
H -1.83 1.92 -4.10 0.126
H -4.03 1.21 -4.98 0.474
H -4.34 1.00 -7.44 0.394
H -2.73 2.23 -8.88 0.456
F -1.66 -0.61 -3.43 -0.067
C -2.06 -1.86 -3.01 0.342
C -3.36 -1.98 -2.64 -0.386
C -3.77 -3.22 -2.06 -0.786
C -2.84 -4.27 -1.94 -0.429
C -1.54 -4.13 -2.41 -0.731
C -1.11 -2.84 -2.83 0.035
H -4.06 -1.19 -2.70 0.581
H -4.74 -3.47 -1.68 0.426
H -3.19 -5.26 -1.59 0.404
H -0.84 -5.00 -2.52 0.335
H -0.13 -2.58 -3.21 0.249
F 2.27 1.21 2.03 -0.411
C 1.26 0.49 1.65 0.526
C 0.51 0.87 0.60 -0.937
C -0.54 0.09 0.09 -0.537
C -0.87 -1.10 0.77 -0.305
C -0.11 -1.44 1.90 -0.972
C 0.91 -0.66 2.34 -0.576
H 0.81 1.73 0.03 0.742
H -1.14 0.41 -0.77 0.379
H -1.76 -1.67 0.58 0.583
H -0.39 -2.34 2.40 0.535
H 1.49 -1.00 3.14 0.993
F -5.81 1.59 -0.22 -0.326
C -5.22 1.65 0.96 0.500
C -4.10 0.87 1.20 -0.897
C -3.39 0.96 2.41 -0.007
C -3.81 1.93 3.36 -0.373
C -4.94 2.70 3.04 -0.321
C -5.68 2.59 1.89 -0.520
H -3.72 0.32 0.40 0.714
H -2.44 0.44 2.39 0.335
H -3.31 2.06 4.33 0.247
H -5.19 3.46 3.75 0.402
H -6.72 3.09 1.71 0.290
```

Its SMILES is C[N+](=O)[O-].C[N+](=O)[O-].C[N+](=O)[O-].Fc1ccccc1.Fc1ccccc1.Fc1ccccc1.Fc1ccccc1.Fc1ccccc1.Fc1ccccc1.Fc1ccccc1.Fc1ccccc1. As for the LUMO energy: -0.193 eV. For the energy above the lowest of the compared OMol25 structures with the same formula, charge and spin, the calculation gives 2.040 eV. As for the spin multiplicity: 1. Its gap between HOMO and LUMO is 8.8 eV. The value obtained for the energy is -92165.778 eV.